## one
Here is a cluster of 2 separate species, C6H8 in total from OMol25. Energies are from ωB97M-V/def2-TZVPD.

- Highest occupied orbital energy (alpha / beta): -7.30 / -7.86 eV
- Total charge: 0
- Kohn-Sham gap (alpha / beta): 7.6 / 8.1 eV

The geometry in XYZ format:
```
14
C6H8 ωB97M-V/def2-TZVPD
C 0.50 -0.33 -0.01
C -1.62 0.03 0.88
C 1.07 0.11 -1.30
C 1.81 0.27 0.00
C -0.38 -0.63 1.13
C -2.59 0.45 0.21
H 0.04 -0.11 2.01
H 1.90 1.31 0.30
H 2.73 -0.31 0.10
H -1.65 0.11 -1.29
H -3.67 0.40 0.38
H -0.49 -1.71 1.33
H 1.51 -0.65 -1.97
H 0.86 1.06 -1.79
```

Löwdin population analysis, charges in e, atoms 1 to 5: number 1, C, carries -0.1993; number 2, C, carries -0.1845; number 3, C, carries -0.1315; number 4, C, carries -0.1571; number 5, C, carries -0.2009

---

## two
Here is the molecule C6H8 from OMol25. Energies are from ωB97M-V/def2-TZVPD.

- Structure (SMILES): C#CC1CCC1
- Highest occupied orbital energy: -9.58 eV
- Total charge: 0
- Kohn-Sham gap: 10.7 eV

The geometry in XYZ format:
```
14
C6H8 ωB97M-V/def2-TZVPD
C 1.90 -0.08 -0.25
C -1.49 0.10 0.09
C 0.78 -1.13 -0.03
C 0.86 1.10 -0.06
C -0.10 0.06 0.55
C -2.66 -0.05 -0.26
H -3.73 -0.01 -0.44
H 2.69 0.00 0.49
H 2.38 -0.05 -1.25
H 0.42 -1.46 -0.98
H 1.16 1.92 0.65
H 0.90 -1.91 0.70
H 0.49 1.58 -1.00
H -0.04 -0.05 1.61
```

Löwdin population analysis, charges in e, atoms 1 to 5: number 1, C, carries -0.1639; number 2, C, carries -0.1079; number 3, C, carries -0.1191; number 4, C, carries -0.1388; number 5, C, carries -0.3372

---

Most stable structure - two; separation to the second - 0.2243 hartree.

---

## one
Here is a cluster of 2 separate species, C4H12NO in total from OMol25. Energies are from ωB97M-V/def2-TZVPD.

- Highest occupied orbital energy: -13.32 eV
- Total charge: +1
- Kohn-Sham gap: 10.3 eV

The geometry in XYZ format:
```
18
C4H12NO ωB97M-V/def2-TZVPD
O 1.52 -1.59 0.54
N -1.20 0.19 -0.52
C 2.01 0.55 -0.33
C -1.91 1.33 -1.17
C 1.85 -0.28 0.70
C -1.76 -0.20 0.81
H 2.00 0.06 1.72
H -1.42 1.53 -2.12
H -1.09 -0.92 1.26
H 1.89 -2.10 1.28
H -2.75 -0.62 0.68
H -0.19 0.41 -0.39
H -1.21 -0.65 -1.11
H 1.66 0.32 -1.33
H -1.79 2.20 -0.54
H -2.94 1.05 -1.37
H -1.79 0.68 1.44
H 2.50 1.50 -0.22
```

Löwdin population analysis, charges in e, atoms 1 to 5: number 1, O, carries -0.0003; number 2, N, carries -0.0485; number 3, C, carries 0.0069; number 4, C, carries 0.0128; number 5, C, carries -0.2790

---

## two
Here is a cluster of 2 separate species, C4H12NO in total from OMol25. Energies are from ωB97M-V/def2-TZVPD.

- Highest occupied orbital energy: -14.17 eV
- Total charge: +1
- Kohn-Sham gap: 10.7 eV

The geometry in XYZ format:
```
18
C4H12NO ωB97M-V/def2-TZVPD
O -2.55 2.48 -0.56
N -0.94 0.58 -1.83
C 0.64 -0.11 0.06
C 1.61 -1.19 0.58
C 1.55 -1.39 2.11
C -0.28 -0.41 -0.91
H 0.76 0.84 0.49
H 1.72 -2.16 0.02
H -3.39 2.20 -0.21
H 0.95 -0.58 2.51
H 0.97 -2.26 2.46
H -2.40 3.34 -0.31
H -1.34 1.27 -1.30
H -0.22 0.97 -2.49
H 2.66 -0.81 0.39
H -1.63 0.09 -2.41
H -0.53 -1.43 -1.25
H 2.43 -1.46 2.66
```

Löwdin population analysis, charges in e, atoms 1 to 5: number 1, O, carries 0.0099; number 2, N, carries 0.1998; number 3, C, carries -0.0440; number 4, C, carries -0.2256; number 5, C, carries -0.0967

---

Most stable structure - one; separation to the second - 0.0107 hartree.

---

## one
Here is the ion C4H12NO with charge +1 from OMol25. Energies are from ωB97M-V/def2-TZVPD.

- Structure (SMILES): CC[C@@H]([NH3+])CO
- Highest occupied orbital energy: -15.13 eV
- Total charge: +1
- Kohn-Sham gap: 11.8 eV

The geometry in XYZ format:
```
18
C4H12NO ωB97M-V/def2-TZVPD
O -0.75 -0.53 2.43
N 1.04 -0.46 0.70
C 0.52 0.10 -2.28
C -0.37 -0.34 0.19
C -1.21 0.25 1.34
C -0.16 0.63 -1.03
H 1.11 -1.27 1.33
H -2.28 0.16 1.14
H 1.60 0.29 -2.31
H 0.53 1.49 -0.56
H -1.29 -0.65 3.23
H 1.72 -0.64 -0.06
H -0.66 -1.37 -0.20
H 1.45 0.36 1.18
H -1.06 1.20 -1.23
H 0.04 0.39 -3.24
H -0.95 1.33 1.47
H 0.74 -0.95 -2.07
```

Löwdin population analysis, charges in e, atoms 1 to 5: number 1, O, carries -0.0705; number 2, N, carries 0.1828; number 3, C, carries -0.0910; number 4, C, carries -0.2598; number 5, C, carries -0.1789

---

## two
Here is a cluster of 2 separate species, C4H12NO in total from OMol25. Energies are from ωB97M-V/def2-TZVPD.

- Highest occupied orbital energy: -14.84 eV
- Total charge: +1
- Kohn-Sham gap: 11.5 eV

The geometry in XYZ format:
```
18
C4H12NO ωB97M-V/def2-TZVPD
O 2.97 -1.63 -0.42
N -1.53 0.70 -0.75
C -0.46 -0.33 -0.94
C 0.07 -0.62 0.44
C -0.03 0.73 1.15
C -1.26 1.45 0.59
H -1.03 2.48 0.35
H -2.45 0.29 -0.67
H 0.01 0.60 2.21
H 3.37 -2.07 -1.18
H -2.15 1.33 1.18
H 0.27 0.00 -1.68
H 0.79 1.37 0.92
H -1.59 1.38 -1.50
H -0.58 -1.35 0.95
H 1.03 -1.12 0.50
H 3.49 -1.99 0.27
H -0.93 -1.20 -1.41
```

Löwdin population analysis, charges in e, atoms 1 to 5: number 1, O, carries -0.0362; number 2, N, carries 0.0801; number 3, C, carries -0.1124; number 4, C, carries -0.1513; number 5, C, carries -0.1497

---

Most stable structure - two; separation to the second - 0.0371 hartree.

---

## one
Here is a cluster of 2 separate species, C4H12NO in total from OMol25. Energies are from ωB97M-V/def2-TZVPD.

- Highest occupied orbital energy: -13.25 eV
- Total charge: +1
- Kohn-Sham gap: 5.2 eV

The geometry in XYZ format:
```
18
C4H12NO ωB97M-V/def2-TZVPD
O 3.13 -0.40 -0.02
N -2.31 -0.23 -0.53
C 0.83 0.24 -0.46
C 1.78 -0.84 0.02
C -2.74 -0.88 0.70
C 1.13 1.59 0.04
H 1.86 2.12 -0.58
H 0.30 2.30 0.13
H 1.67 -1.74 -0.59
H -3.82 -0.91 0.65
H -1.32 -0.06 -0.62
H 3.37 -0.31 -0.95
H -2.46 -0.32 1.60
H 1.66 -1.07 1.08
H 1.55 1.59 1.05
H -2.88 0.57 -0.76
H 0.61 0.23 -1.53
H -2.34 -1.89 0.76
```

Löwdin population analysis, charges in e, atoms 1 to 5: number 1, O, carries 0.0151; number 2, N, carries -0.0050; number 3, C, carries 0.1281; number 4, C, carries -0.2163; number 5, C, carries -0.1501

---

## two
Here is a cluster of 2 separate species, C4H12NO in total from OMol25. Energies are from ωB97M-V/def2-TZVPD.

- Highest occupied orbital energy: -14.02 eV
- Total charge: +1
- Kohn-Sham gap: 10.6 eV

The geometry in XYZ format:
```
18
C4H12NO ωB97M-V/def2-TZVPD
O -3.47 -0.45 -0.03
N -0.95 -1.71 0.19
C 0.31 -1.06 -0.07
C 2.14 1.69 0.56
C 1.62 0.89 -0.62
C 0.33 0.31 -0.22
H 1.48 2.09 1.31
H 1.19 -1.73 -0.09
H -0.89 -2.48 0.88
H -3.81 -0.67 -1.00
H -0.56 0.94 -0.04
H 2.92 1.12 1.04
H 1.46 1.56 -1.36
H 2.71 2.59 0.19
H -4.03 0.09 0.58
H -1.76 -1.14 0.41
H 2.42 0.11 -1.01
H -1.11 -2.15 -0.71
```

Löwdin population analysis, charges in e, atoms 1 to 5: number 1, O, carries -0.1167; number 2, N, carries 0.1664; number 3, C, carries -0.0921; number 4, C, carries -0.1014; number 5, C, carries -0.2569

---

## three
Here is a cluster of 3 separate species, C4H12NO in total from OMol25. Energies are from ωB97M-V/def2-TZVPD.

- Highest occupied orbital energy: -13.05 eV
- Total charge: +1
- Kohn-Sham gap: 6.0 eV

The geometry in XYZ format:
```
18
C4H12NO ωB97M-V/def2-TZVPD
O 0.56 -1.17 -2.41
N -3.61 -0.06 -0.68
C 0.52 0.80 0.64
C 1.36 -1.34 1.59
C 0.45 2.15 0.70
C 1.58 0.00 1.07
H 1.32 2.77 0.93
H 1.36 -1.26 -2.94
H -4.20 -0.58 -1.32
H -4.15 0.13 0.13
H -3.47 0.83 -1.16
H 0.35 -0.23 -2.42
H -0.39 0.26 0.39
H 2.10 -2.03 1.17
H 0.37 -1.65 1.26
H 1.42 -1.38 2.68
H -0.48 2.68 0.88
H 2.57 0.46 1.08
```

Löwdin population analysis, charges in e, atoms 1 to 5: number 1, O, carries -0.0544; number 2, N, carries 0.0060; number 3, C, carries -0.1249; number 4, C, carries -0.0122; number 5, C, carries 0.2201

---

Most stable structure - two; separation to the second - 0.0491 hartree.

---

## one
Here is the ion C5H8NO with charge +1 from OMol25. Energies are from ωB97M-V/def2-TZVPD.

- Structure (SMILES): C=C=C(C)[N+](C)=O
- Highest occupied orbital energy (alpha / beta): -14.53 / -14.83 eV
- Total charge: +1
- Kohn-Sham gap (alpha / beta): 7.7 / 8.0 eV

The geometry in XYZ format:
```
15
C5H8NO ωB97M-V/def2-TZVPD
O -0.70 0.70 2.17
N -0.67 0.12 1.09
C 1.44 1.27 0.65
C 0.43 -0.26 -1.22
C 0.35 0.35 0.26
C 0.55 -0.76 -2.37
C -1.73 -0.80 0.78
H -1.77 -1.04 -0.28
H -2.68 -0.37 1.12
H 0.19 -0.29 -3.28
H 1.93 0.91 1.56
H 1.04 2.25 0.88
H 1.03 -1.72 -2.55
H 2.18 1.36 -0.14
H -1.58 -1.72 1.36
```

Löwdin population analysis, charges in e, atoms 1 to 5: number 1, O, carries 0.1563; number 2, N, carries -0.2367; number 3, C, carries -0.0212; number 4, C, carries 0.1962; number 5, C, carries -0.1603

---

## two
Here is the ion C5H8NO with charge +1 from OMol25. Energies are from ωB97M-V/def2-TZVPD.

- Structure (SMILES): Cc1coc[n+]1C
- Highest occupied orbital energy: -14.71 eV
- Total charge: +1
- Kohn-Sham gap: 10.8 eV

The geometry in XYZ format:
```
15
C5H8NO ωB97M-V/def2-TZVPD
O 0.71 1.36 -2.23
N 0.40 0.85 -0.13
C -0.80 -1.41 -0.43
C 0.53 0.86 1.30
C 0.81 1.73 -0.98
C 0.06 0.21 -2.19
C -0.11 -0.24 -0.94
H -0.63 -2.43 -0.91
H -0.53 -0.34 -3.02
H 1.36 0.16 1.52
H 1.41 2.50 -0.59
H -0.57 -1.47 0.55
H -0.34 0.62 1.92
H -1.80 -1.23 -0.53
H 0.95 1.82 1.68
```

Löwdin population analysis, charges in e, atoms 1 to 5: number 1, O, carries 0.1751; number 2, N, carries 0.0013; number 3, C, carries 0.0176; number 4, C, carries 0.0278; number 5, C, carries -0.0391

---

## three
Here is a cluster of 2 separate species, C5H8NO in total from OMol25. Energies are from ωB97M-V/def2-TZVPD.

- Highest occupied orbital energy: -14.49 eV
- Total charge: +1
- Kohn-Sham gap: 8.2 eV

The geometry in XYZ format:
```
15
C5H8NO ωB97M-V/def2-TZVPD
O 1.82 1.36 0.13
N 1.26 1.37 1.19
C 0.87 -1.81 0.34
C -1.64 0.35 -0.87
C 0.65 1.19 2.18
C 0.35 -0.87 -0.27
C -0.20 0.03 -1.21
H -1.98 1.01 -1.63
H 0.40 0.89 -1.19
H 0.77 -2.66 -0.30
H -0.07 -0.53 -2.13
H -1.49 0.79 0.23
H 1.28 -2.13 1.27
H 0.19 1.57 3.06
H -2.23 -0.55 -0.80
```

Löwdin population analysis, charges in e, atoms 1 to 5: number 1, O, carries 0.0264; number 2, N, carries -0.1856; number 3, C, carries 0.1723; number 4, C, carries -0.0370; number 5, C, carries 0.1908

---

## four
Here is the ion C5H8NO with charge +1 from OMol25. Energies are from ωB97M-V/def2-TZVPD.

- Structure (SMILES): C=[N+]1CC(C)=CO1
- Highest occupied orbital energy: -13.58 eV
- Total charge: +1
- Kohn-Sham gap: 8.5 eV

The geometry in XYZ format:
```
15
C5H8NO ωB97M-V/def2-TZVPD
O 1.29 -1.20 0.50
N 1.47 0.07 -0.03
C 2.59 0.63 -0.16
C -0.08 -1.51 0.47
C -0.83 -0.40 0.16
C -2.28 -0.09 0.01
C 0.13 0.67 -0.25
H -2.43 0.94 0.43
H 3.41 0.04 0.04
H 2.73 1.64 -0.54
H -0.24 1.49 0.40
H -0.57 -2.42 0.77
H 0.23 1.08 -1.32
H -2.83 -0.74 0.59
H -2.60 -0.21 -1.05
```

Löwdin population analysis, charges in e, atoms 1 to 5: number 1, O, carries 0.0562; number 2, N, carries -0.0665; number 3, C, carries 0.2358; number 4, C, carries 0.0352; number 5, C, carries -0.2395

---

Most stable structure - two; separation to the second - 0.0858 hartree.